(1)
The following is a DFT calculation (ωB97M-V/def2-TZVPD) of a structure of composition C10H11Br2F3NOPV.

Geometry as XYZ:
```
30
C10H11Br2F3NOPV (ωB97M-V/def2-TZVPD)
F 2.2812 -3.4273 -2.8249
P -1.0185 0.4832 -0.1851
C -1.3370 2.1741 1.9254
Br 0.4218 -0.1815 -3.2189
F 1.7473 -3.1013 -0.7339
C -0.0785 1.7386 2.7074
H -1.0557 2.9036 1.1779
C 1.8083 -2.4558 -1.9173
F -0.0090 -2.8069 -3.5669
C -2.0184 0.9745 1.3049
H -1.7055 -1.7997 -1.9369
O 0.7561 3.3253 -1.2620
V 0.4433 -4.2749 -2.3296
H -0.2538 1.7594 3.7778
H -0.9841 -3.1960 -1.1449
H -2.0228 2.6929 2.5838
H 2.6672 3.9534 1.5920
C -0.8092 -2.1153 -1.4188
C 2.0060 3.1938 1.9310
C 0.5783 2.3705 -0.6881
N 0.4393 1.2561 -0.1256
H -1.3225 -1.7371 0.5906
H -3.0641 1.1492 1.0777
C 0.3349 -1.9570 -2.4427
H 0.1895 0.7150 2.4560
Br 3.2070 -1.1622 -1.8650
H 0.3703 -1.4084 0.3294
H -1.9844 0.1075 1.9624
C 1.0292 2.5660 2.3272
C -0.6156 -1.3189 -0.1193
```

## Properties
Max |F|   3.50 eV Å⁻¹
Net charge   +3
HOMO   -18.1 eV
E   -197258.57882 eV
Orbital gap   0.09910 Ha
Lowest unoccupied orbital energy   -15.4 eV

***

(2)
The following is a DFT calculation (ωB97M-V/def2-TZVPD) of an isolated molecule of C2H4N2O2S.

Geometry as XYZ:
```
11
C2H4N2O2S (ωB97M-V/def2-TZVPD)
N -1.4421 1.3851 -0.0132
H -0.4589 1.6182 -0.2564
O 0.2910 -0.4293 -0.5242
N -0.8261 -0.9451 0.0275
S 2.7366 0.1991 -0.0121
C 1.2901 -0.3090 0.4114
H 0.9479 -0.7444 1.3930
H -2.1561 2.0757 -0.0202
H -1.1067 -1.6590 -0.6603
O -2.9986 -0.3360 0.1190
C -1.8691 0.0699 0.0684
```

## Properties
Max |F|   3.39 eV Å⁻¹
HOMO   -9.5 eV
SMILES string   NC(=O)NOC=S
E   -20047.59240 eV
Orbital gap   0.34542 Ha
Energy relative to the best compared isomer or geometry (same formula, charge and spin)   1.8904 eV
Lowest unoccupied orbital energy   -0.1 eV

***

(3)
The following is a DFT calculation (ωB97M-V/def2-TZVPD) of an isolated molecule of ClH2OPS2.

Geometry as XYZ:
```
7
ClH2OPS2 (ωB97M-V/def2-TZVPD)
Cl -1.6697 -1.6241 0.3241
P -0.1055 -0.4224 0.4638
S -0.9016 1.6229 0.6765
O 0.4877 0.1276 -1.3224
H 0.4528 -0.4377 -2.0752
H 0.3699 1.9399 0.5264
S 1.3663 -1.2063 1.4068
```

## Properties
Max |F|   4.68 eV Å⁻¹
HOMO   -9.7 eV
SMILES string   O[P@@](=S)(S)Cl
E   -45562.27639 eV
Orbital gap   0.33689 Ha
Energy relative to the best compared isomer or geometry (same formula, charge and spin)   1.3854 eV
Lowest unoccupied orbital energy   -0.6 eV

***

(4)
The following is a DFT calculation (ωB97M-V/def2-TZVPD) of a structure of composition C23H41Cl3MnN3O3Si.

Geometry as XYZ:
```
75
C23H41Cl3MnN3O3Si (ωB97M-V/def2-TZVPD)
H 2.9998 -1.6180 1.2903
Cl -2.1280 0.4077 1.1371
H -0.8338 6.9870 -4.6868
H -1.2489 2.8747 0.9696
C -0.3971 -4.8468 -3.1743
Cl -0.5749 2.7031 -5.4528
H 4.0204 -3.1276 -1.6640
H 3.7051 -3.3599 0.0934
O 1.9872 0.0293 0.5334
H 2.4141 -3.7142 -1.1079
H 0.4616 1.2574 5.4060
C 1.4772 4.7508 -4.1637
H -1.2226 3.2845 -2.5028
H -1.4349 5.5604 2.9922
H 1.0742 -5.4375 2.8547
H 1.9735 5.0109 -5.1135
C 2.3253 -1.0639 -2.0098
H 1.6573 5.0335 2.6982
H -1.0763 -1.0436 -2.3151
N 2.8048 -1.6654 -0.7712
H 1.4944 -1.6719 -2.4086
H -3.2327 -3.8247 0.9464
O -0.0957 -1.6349 -0.0299
C 3.2651 -3.0478 -0.8609
N 0.3699 -0.6626 2.9169
Mn -0.0170 0.2575 0.5321
O 0.4155 1.9220 1.7061
H -3.2199 -5.7382 2.5359
C 0.1300 -5.0729 2.4441
C 0.5236 0.1642 5.3976
C -1.0665 -5.7030 2.8065
C -1.0831 -3.0292 -1.5547
C 0.4281 -0.2975 4.0202
C 0.1195 -3.9893 1.5478
H -0.2869 6.3374 -6.2252
Cl -0.0863 1.4570 -1.5451
H 1.5293 3.2931 3.1545
H -1.9551 6.0728 -5.6841
H -0.3203 -0.1121 7.3811
C -1.1489 -2.5125 -0.1254
C -1.0271 5.2263 2.0324
C -1.0902 -3.5697 0.9857
C -1.5104 4.2333 -2.9892
H -0.2908 -4.9095 -0.9752
H -0.5592 -1.4774 6.2691
C -0.5815 -4.2495 -1.8096
H -1.5278 0.0166 6.1056
H -0.4731 6.0539 1.5760
C 2.6050 -1.0618 0.4115
H 1.8979 3.8081 -3.7874
N -0.1515 4.0732 2.2293
C -2.2748 -5.2545 2.2730
H -2.1182 -1.9763 -0.0372
C 0.9991 4.2501 3.1026
Si -0.3721 4.5470 -4.4496
C -0.5335 -0.3889 6.3548
C -0.9105 6.1088 -5.3483
C -2.2917 -4.1724 1.3832
H -1.4738 5.0228 -2.2291
H -1.0378 -5.7379 -3.3219
H -0.6113 -4.1438 -3.9973
C -0.3517 2.9227 1.5995
H 1.9648 -0.0489 -1.8251
H 1.0561 -3.4891 1.2735
H -2.5419 4.1253 -3.3594
H -1.0635 -6.5482 3.4960
H -1.8621 4.9498 1.3676
H 3.1550 -1.0697 -2.7370
H 1.6958 5.5433 -3.4362
H -1.1915 -2.3148 -3.5706
C -1.5025 -2.0260 -2.5655
H 1.5186 -0.1251 5.7653
H 0.6582 4.5636 4.0994
H 0.6453 -5.1962 -3.2943
H -2.5944 -1.9155 -2.5598
```

## Properties
Multiplicity   5
Max |F|   2.73 eV Å⁻¹
HOMO (alpha / beta)   -8.1 / -8.2 eV
E   -111899.17041 eV
Orbital gap (alpha / beta)   0.25852 / 0.31052 Ha
Energy relative to the best compared isomer or geometry (same formula, charge and spin)   0.0000 eV
Lowest unoccupied orbital energy (alpha / beta)   -1.1 / 0.3 eV

***

(5)
The following is a DFT calculation (ωB97M-V/def2-TZVPD) of a cluster of 5 separate species, C17H27ClO20S5 in total.

Geometry as XYZ:
```
70
C17H27ClO20S5 (ωB97M-V/def2-TZVPD)
H -1.4565 0.2313 0.3167
C 7.7468 0.9114 1.4502
H -2.6313 -2.4568 -5.0274
C 2.0240 -0.3972 -0.5612
H -7.8489 -4.0878 -0.2509
C -7.6774 -6.0468 0.6701
H 2.9495 -0.4445 0.1414
H -0.6665 1.7235 -0.4117
H 3.8683 -2.9596 -2.1325
O 6.0382 -0.6981 -1.1640
S 3.0902 -3.1715 -0.9777
O -0.1331 -3.4531 0.0526
H 0.0816 9.2824 3.7526
O 2.8676 7.8825 4.9484
O 2.7984 6.1443 3.1284
H 2.8281 2.3019 0.0966
O -6.0906 -5.0402 -4.7692
O 7.2814 1.0333 0.1061
H 2.3715 4.8066 1.1349
H -4.3566 -2.1881 -4.6663
O 0.3497 -1.2231 0.9169
Cl 0.2448 0.3914 -3.3169
H 1.6945 0.8791 2.3107
H 1.4209 -1.8602 -2.0935
H 1.1075 9.7493 1.5872
C 1.2005 8.7344 1.9747
C -3.3489 -3.4696 -3.2320
C 0.5052 -2.3625 0.0412
O 4.8026 1.1105 0.0787
C 1.7989 2.5308 0.6840
O -6.6233 -6.5632 -0.1415
C 7.3042 -0.4740 1.8968
C -3.5406 -2.9161 -4.6371
O -4.3599 -6.1510 0.8016
O -5.0362 -5.1224 -1.4042
S -4.6828 -5.1308 -4.5119
H 7.2521 -0.5602 2.9830
S 5.9001 0.1955 -0.0538
H -3.4287 -2.6972 -2.4666
H 8.8288 1.0375 1.4960
O 2.4750 8.5442 2.5889
C 0.1862 8.4352 3.0687
O 0.8844 3.6420 0.1914
H -7.5683 -6.4629 1.6758
O -4.3797 -4.4463 -3.0718
C 1.6980 3.9831 1.5445
S 2.3531 7.3769 3.7115
O -6.0667 -4.3484 0.7258
C -7.4802 -4.5376 0.6760
O 6.0119 -0.6623 1.3189
O -1.8769 -0.6766 -2.0539
H 7.9696 -1.2474 1.5027
H -2.3844 -3.9776 -3.1364
H -0.7924 8.1738 2.6635
O -3.9562 -6.3656 -4.5860
H -8.6477 -6.3344 0.2623
H 7.2645 1.6914 2.0469
C 0.7731 0.0675 0.3283
C 1.0045 1.2060 1.4588
S -5.3400 -5.5686 -0.0662
H 1.1131 8.0210 1.1496
H 0.0188 1.6492 1.8400
O -3.9156 -4.0369 -5.4373
O 0.7323 7.3375 3.8006
H 2.4288 0.3037 -1.3856
C -0.8322 0.0295 -1.8657
C -0.5889 0.5689 -0.3774
C 1.6998 -1.9392 -0.9831
H 0.6760 4.1336 2.0524
H -7.9629 -4.0583 1.5283
```

## Properties
Max |F|   6.34 eV Å⁻¹
HOMO   -9.3 eV
SMILES string   O=C(Cl)C[C@]1(C[C@@H]2CO2)C[C@@H](S)C(=O)O1.O=S1(=O)OCCO1.O=S1(=O)OCCO1.O=S1(=O)OCCO1.O=S1(=O)OCCO1
E   -125704.17537 eV
Orbital gap   0.33985 Ha
Lowest unoccupied orbital energy   0.0 eV

***

(6)
The following is a DFT calculation (ωB97M-V/def2-TZVPD) of a cluster of 29 separate species, C12H66BrF3N2O28 in total.

Geometry as XYZ:
```
112
C12H66BrF3N2O28 (ωB97M-V/def2-TZVPD)
H 4.7067 -6.7509 2.2027
H -5.7770 6.6287 -0.1551
O 8.3857 -4.0632 -2.4099
O -3.4288 7.6829 -2.5204
H -9.1510 2.1128 4.1198
O 3.6753 -1.0054 3.5807
H 3.0379 -1.7259 -3.2973
H 3.9974 -1.8597 3.2563
H 3.8808 3.6396 -1.2649
C 0.5799 -0.1892 -0.3349
H 3.1341 -3.3564 2.2967
H 9.4522 -6.7812 1.3423
C 2.8624 -0.9929 -1.0086
H 2.3131 1.2453 -7.3455
H 7.1807 -4.5055 1.3914
O 3.2666 1.1239 -7.2227
O 6.4286 -4.0145 1.7550
C 6.8842 0.0655 -0.3346
O -4.3769 -2.8492 -3.7767
H -8.0463 2.2439 -1.7348
O 10.4921 -3.8969 0.0161
Br 5.3811 -2.5988 -1.7587
H 4.8981 0.9223 -1.3046
O -7.5838 1.5913 -1.1878
H -8.4770 0.9163 7.7961
N 0.8440 -1.1486 -2.9646
H 10.4586 -2.9328 0.1079
O -6.7714 -0.8116 9.7873
O -4.1306 -1.8754 -6.7676
H 5.0228 4.1165 -2.1594
C 2.2623 -1.3123 -2.4890
H -3.6651 -3.3938 -3.4083
O 2.3857 3.7847 -2.8293
O 2.5835 -5.0345 -0.2898
H -2.7736 1.2852 1.2809
H -4.5095 -2.3683 -6.0243
H 10.4049 0.3063 -2.5138
H 0.0307 0.7742 1.8607
O -4.8143 6.7286 -0.2022
H 3.0549 -4.5898 -1.0103
H 3.5071 1.8014 -6.5730
H -9.4732 1.7725 -0.5994
H 9.7522 -1.0632 -2.3398
H 5.3160 3.0688 -4.9566
H 4.4175 -1.7199 0.4900
O 4.5855 2.5207 -4.6325
F -4.9215 0.4539 0.0394
O -8.5394 1.4275 4.4287
C -4.1908 0.6627 -1.2668
O 9.3296 -5.8441 1.5566
H -6.9262 2.5060 2.2641
H -6.9226 -0.1039 9.1428
H -2.4933 7.8201 -2.7328
H -10.8711 2.2879 -0.9340
O 9.6296 -0.1261 -2.1254
H 4.5852 2.6732 -3.6756
H 9.7360 -4.1042 -0.5535
H -4.7732 -1.1689 -6.9318
H -2.0377 -0.5647 -3.1841
H -1.5772 -2.4840 -0.7628
C 5.2450 0.1839 -0.4469
H 4.8352 0.6702 0.5630
H 3.9175 -3.9899 1.1492
O -4.4518 4.9101 -3.0308
C -2.0156 0.8054 0.5051
O 3.7712 -6.8882 2.4151
H 7.2466 -0.7017 0.5058
H 6.2774 -3.3068 1.1106
H -4.0140 4.9622 0.3395
F -4.6880 -0.3219 -2.2937
H 3.3088 -6.2355 1.8681
O -6.3146 1.8207 2.5730
C -0.4350 0.4866 0.8021
O -3.6751 4.1378 0.7196
H -3.5440 5.2250 -2.9054
C 4.4638 -1.2494 -0.6064
H -4.5174 4.1440 -2.4412
H -3.8912 8.3355 -3.0674
H -2.7192 -2.9609 0.1317
H 3.2140 -1.2262 4.4038
O -1.9169 -3.2725 -0.3135
H 7.3338 1.1159 0.0129
O -10.4086 1.6352 -0.3871
H -4.4713 -2.1251 -3.1396
H 8.5780 -4.0932 -3.3591
H -6.0193 -1.3027 9.4236
F -4.4789 2.0397 -1.7931
H -5.1770 1.7977 8.0142
O -4.2143 1.8976 7.9672
C -1.5664 -0.2898 -2.1290
H -6.6484 1.7285 -1.4002
O -7.2751 -1.9244 6.0663
H -3.9242 4.1912 1.6545
O 3.5954 -3.1356 1.4736
C 0.0534 -0.5753 -1.8235
H 10.1049 -5.4117 1.1682
H 7.4230 -4.1631 -2.3628
H -4.6220 6.6987 -1.1514
H -7.5242 -1.8710 7.0012
N 2.0007 -0.4248 0.0850
H -4.0220 1.8676 7.0179
H -5.7238 1.6769 1.8186
C -2.5865 0.3848 -1.0003
H 1.4230 3.6848 -2.7822
O -7.5143 1.0162 7.7491
H 7.3110 -0.2060 -1.3927
H 2.5780 3.7547 -3.7785
H 1.6483 -4.9202 -0.5164
H -7.9486 1.2837 3.6742
O 4.6831 3.3280 -1.7101
H -7.3220 0.9863 6.7998
H -7.6140 -1.1000 5.6862
```

## Properties
Max |F|   7.74 eV Å⁻¹
HOMO   -9.4 eV
E   -152007.73067 eV
Orbital gap   0.26843 Ha
Lowest unoccupied orbital energy   -2.1 eV

***

Which of these has the lowest E? C10H11Br2F3NOPV